# 1
Entry from OMol25: a 2-piece molecular cluster, C5H8N2 overall (wB97M-V/def2-TZVPD).

## Properties
Molecular weight in g/mol: 96.13
Strongest force on any atom in eV/Å: 1.125
Energy relative to the best compared isomer or geometry (same formula, charge and spin) in kJ/mol: 468.4
HOMO-LUMO gap in eV: 8.44
LUMO level in eV: 0.490
HOMO energy in eV: -7.95

Last column: natural (NBO) charge in e.
Element x y z (Å)
C: 1.563 0.636 -1.247  -0.64
C: 0.743 -0.380 -0.492  -0.03
C: 0.917 -0.652 0.939  -0.10
N: -0.116 0.060 0.621  -0.16
C: -1.308 0.594 0.827  -0.26
C: -2.090 0.970 -0.289  0.23
N: -2.740 1.284 -1.202  -0.34
H: 1.979 1.384 -0.563  0.22
H: 0.965 1.133 -2.015  0.23
H: 2.397 0.122 -1.742  0.23
H: 0.238 -1.128 -1.109  0.19
H: -0.880 -2.079 1.347  -0.02
H: 1.566 -0.815 1.779  0.24
H: -1.596 -1.883 1.301  0.00
H: -1.639 0.754 1.843  0.24



# 2
Entry from OMol25: an isolated ion of composition C2H6N3 and charge +1 (wB97M-V/def2-TZVPD).

## Properties
Molecular weight in g/mol: 72.09
Strongest force on any atom in eV/Å: 6.058
Multiplicity: 3
Energy relative to the best compared isomer or geometry (same formula, charge and spin) in kJ/mol: 278.5
HOMO-LUMO gap (spin up / spin down) in eV: 6.69 / 7.54
Total charge: +1
LUMO level (spin up / spin down) in eV: -4.002 / -8.498
HOMO energy (spin up / spin down) in eV: -10.69 / -16.03

Last column: Löwdin spin population.
Element x y z (Å)
C: 1.963 0.083 -0.215  0.50
C: -0.590 -0.113 0.170  0.36
N: 1.116 -0.442 0.528  0.70
N: -1.329 -0.851 0.950  0.12
N: -0.921 0.803 -0.743  0.10
H: 3.061 -0.080 -0.106  0.08
H: 1.973 0.736 -1.088  0.09
H: -0.708 -1.416 1.528  0.00
H: -2.255 -0.591 1.244  0.01
H: -0.322 1.113 -1.512  0.01
H: -1.988 0.760 -0.757  0.01



# 3
Entry from OMol25: a 10-piece molecular cluster, C3H28NO10 overall (wB97M-V/def2-TZVPD).

## Properties
Molecular weight in g/mol: 238.25
Strongest force on any atom in eV/Å: 8.884
Energy relative to the best compared isomer or geometry (same formula, charge and spin) in kJ/mol: 703.2
HOMO-LUMO gap in eV: 10.39
Total charge: +1
LUMO level in eV: -2.969
HOMO energy in eV: -13.35

Last column: natural (NBO) charge in e.
Element x y z (Å)
C: -1.491 -0.299 -2.719  -0.25
C: -1.583 -1.476 -1.715  -0.44
C: -2.356 -1.254 -0.443  -0.08
O: -1.676 -1.980 0.589  -0.73
N: -0.280 0.618 -2.470  -0.71
H: -2.506 0.223 -2.554  0.22
H: -1.559 -0.651 -3.789  0.24
H: -1.974 -2.370 -2.295  0.25
H: -0.520 -1.801 -1.562  0.18
H: -2.543 -0.265 -0.077  0.20
H: -3.437 -1.788 -0.620  0.20
H: -0.813 -2.127 0.527  0.47
H: -0.524 1.421 -1.843  0.47
H: -0.035 0.973 -3.299  0.41
H: 0.439 0.056 -1.888  0.49
H: -0.134 -2.078 3.673  0.46
H: 1.122 -1.697 3.915  0.48
O: 0.516 -1.477 3.224  -0.94
H: 3.105 1.417 2.038  0.52
H: 2.043 1.629 1.076  0.43
O: 2.658 0.852 1.229  -0.93
H: 3.019 -1.024 -2.268  0.48
H: 2.328 -0.408 -0.912  0.51
O: 2.475 -1.130 -1.579  -0.99
H: 1.878 -3.159 0.015  0.51
H: 0.547 -2.464 -0.606  0.47
O: 0.974 -2.930 0.088  -0.97
H: 0.425 1.387 2.612  0.46
H: 0.131 1.038 4.016  0.47
O: 0.914 1.371 3.408  -0.94
H: -1.280 -0.289 3.176  0.48
H: -0.913 -0.780 1.745  0.48
O: -1.135 -0.008 2.209  -0.97
H: 0.754 -0.643 0.648  0.54
H: 1.170 0.809 0.237  0.49
O: 0.612 0.023 -0.137  -1.02
H: 0.217 2.918 -0.996  0.49
H: 0.925 3.389 -2.012  0.50
O: 0.144 2.837 -2.010  -1.00
H: -0.747 4.264 -0.152  0.51
H: -0.699 3.237 1.050  0.48
O: -0.194 3.635 0.470  -0.94



# 4
Entry from OMol25: a 2-piece molecular cluster, C37H43BrClF5N4O4PS3 overall (wB97M-V/def2-TZVPD).

## Properties
Molecular weight in g/mol: 945.30
Strongest force on any atom in eV/Å: 10.332
Energy relative to the best compared isomer or geometry (same formula, charge and spin) in kJ/mol: 2857.8
HOMO-LUMO gap in eV: 6.89
Total charge: +1
LUMO level in eV: -3.470
HOMO energy in eV: -10.36

Last column: Mulliken charge in e.
Element x y z (Å)
C: -0.834 3.340 0.963  -0.48
C: -0.885 3.435 -0.461  0.07
C: -0.566 3.254 -2.092  -0.39
C: -1.112 1.730 -2.491  -0.15
C: -2.752 1.638 -2.789  0.41
F: -3.646 2.854 -2.744  -0.32
C: -3.485 0.189 -3.152  -0.17
N: -4.982 0.149 -3.381  -0.36
C: -5.586 -0.384 -2.238  0.30
S: -6.588 -1.207 -1.131  -0.13
C: -2.476 -1.131 -3.211  0.14
P: -3.279 -2.847 -3.619  0.25
S: -4.021 -2.862 -5.440  -0.36
C: -0.834 -1.028 -2.910  0.48
C: -0.111 0.396 -2.549  -0.11
N: 1.346 0.628 -2.231  0.93
C: 1.623 0.754 -0.751  -0.08
O: 1.988 1.988 -0.302  -0.44
N: 1.546 -0.461 0.147  -0.06
C: 0.492 -0.174 1.193  0.52
O: 0.917 0.486 2.304  -0.44
F: -0.938 -0.600 1.007  -0.22
C: 2.278 -0.328 -2.934  -0.53
C: 3.809 0.243 -3.263  -0.40
C: 4.159 1.788 -2.827  -0.61
C: 5.085 1.919 -1.475  0.51
O: 5.966 2.946 -1.448  -0.51
Cl: 5.061 0.770 -0.021  -0.16
C: 4.978 -0.703 -3.991  0.49
C: 6.497 -0.061 -4.251  -0.76
C: 7.592 -0.492 -3.110  0.33
C: 9.027 -0.881 -3.866  -1.25
O: 7.948 0.619 -2.169  -0.57
C: 4.635 -2.283 -4.418  0.45
C: 5.719 -3.303 -5.118  -0.79
C: 6.767 -4.003 -4.059  -0.36
C: 6.056 -4.962 -2.931  0.74
F: 7.181 -5.608 -2.163  -0.28
F: 5.250 -4.225 -1.922  -0.22
F: 5.336 -6.068 -3.607  -0.23
C: 3.094 -2.857 -4.119  -0.42
Br: 2.477 -4.713 -4.618  -0.16
C: 1.970 -1.877 -3.368  0.55
S: 0.267 -2.585 -3.000  -0.32
H: -0.897 2.946 2.087  0.18
H: 0.599 3.368 -2.269  0.07
H: -1.214 4.055 -2.646  0.45
H: -2.244 -3.882 -3.614  0.08
H: -4.272 -3.262 -2.658  0.11
H: 1.350 -1.323 -0.408  0.34
H: 4.751 2.282 -3.737  0.48
H: 3.183 2.466 -2.708  0.00
H: 6.836 -0.502 -5.308  0.42
H: 6.493 1.109 -4.319  0.33
H: 7.172 -1.362 -2.444  0.41
H: 9.720 0.090 -3.840  0.36
H: 8.893 -1.154 -4.998  0.29
H: 9.622 -1.728 -3.313  0.29
H: 7.754 0.334 -1.215  0.34
H: 6.352 -2.754 -5.964  0.32
H: 5.174 -4.204 -5.678  0.36
H: 7.464 -3.252 -3.493  -0.06
H: 7.488 -4.711 -4.690  0.38
C: -4.512 0.163 7.770  -1.21
C: -5.041 1.475 7.216  -0.28
C: -6.022 1.318 6.051  -1.12
C: -5.510 0.711 4.743  -0.39
N: -4.360 1.441 3.999  0.57
C: -4.568 1.337 2.472  -1.04
C: -5.592 2.406 2.151  -0.65
C: -5.286 3.544 3.101  -0.62
C: -4.380 2.981 4.184  -0.55
C: -2.971 0.884 4.390  -0.66
C: -2.548 -0.444 3.738  0.23
C: -3.300 -1.702 4.137  -1.55
H: -3.945 -0.397 7.026  0.14
H: -3.843 0.361 8.614  0.36
H: -5.329 -0.471 8.126  0.38
H: -4.199 2.116 6.943  0.22
H: -5.566 1.995 8.028  0.47
H: -6.496 2.287 5.845  0.29
H: -6.843 0.680 6.400  0.54
H: -6.358 0.653 4.050  0.32
H: -5.195 -0.314 4.925  0.29
H: -3.611 1.574 1.991  0.56
H: -4.890 0.324 2.213  0.40
H: -6.610 2.038 2.323  0.28
H: -5.539 2.720 1.104  0.46
H: -6.205 3.961 3.525  0.27
H: -4.775 4.363 2.581  0.34
H: -4.689 3.259 5.190  0.39
H: -3.361 3.353 4.033  0.41
H: -2.926 0.834 5.479  0.41
H: -2.235 1.632 4.071  0.18
H: -1.497 -0.604 4.015  0.52
H: -2.547 -0.362 2.646  -0.05
H: -3.403 -1.782 5.223  0.28
H: -2.752 -2.587 3.795  0.48
H: -4.288 -1.746 3.671  0.32



# 5
Entry from OMol25: one molecule with the formula C5H7NS2 (wB97M-V/def2-TZVPD).

## Properties
Molecular weight in g/mol: 145.25
Strongest force on any atom in eV/Å: 2.866
Energy relative to the best compared isomer or geometry (same formula, charge and spin) in kJ/mol: 59.9
HOMO-LUMO gap in eV: 7.97
LUMO level in eV: -0.505
SMILES: NCC1=CC(=S)SC1
HOMO energy in eV: -8.48

Last column: natural (NBO) charge in e.
Element x y z (Å)
N: -1.247 0.968 -3.212  -0.80
C: -0.176 0.215 -2.630  -0.27
C: -0.012 -0.100 -1.210  0.08
C: -0.733 0.265 -0.118  -0.31
C: -0.148 0.078 1.157  -0.31
S: -0.829 0.399 2.610  -0.03
S: 1.372 -0.775 1.050  0.35
C: 1.271 -0.766 -0.788  -0.58
H: -2.125 0.475 -3.088  0.35
H: -1.417 1.884 -2.746  0.36
H: -0.154 -0.717 -3.157  0.21
H: 0.730 0.758 -2.976  0.21
H: -1.667 0.852 -0.145  0.24
H: 1.331 -1.864 -1.151  0.24
H: 2.132 -0.300 -1.284  0.24



# 6
Entry from OMol25: C12H16Cl6O3Os as an isolated structure (wB97M-V/def2-TZVPD).

## Properties
Molecular weight in g/mol: 611.21
Strongest force on any atom in eV/Å: 7.796
Multiplicity: 5
Energy relative to the best compared isomer or geometry (same formula, charge and spin) in kJ/mol: 172.9
HOMO-LUMO gap (spin up / spin down) in eV: 4.43 / 4.96
Total charge: -2
LUMO level (spin up / spin down) in eV: 4.528 / 4.478
HOMO energy (spin up / spin down) in eV: 0.10 / -0.48

Last column: Löwdin spin population.
Element x y z (Å)
C: -0.517 -0.196 -1.207  0.17
C: 0.901 0.088 -1.567  0.04
C: 1.236 1.328 -0.885  0.11
C: 1.657 -0.444 -2.749  0.01
C: 0.019 1.868 -0.313  0.29
C: -1.016 0.925 -0.457  0.16
C: -2.431 1.172 -0.078  0.02
C: -1.381 -1.215 -1.826  0.02
C: 2.520 2.064 -1.012  0.01
C: -0.110 3.253 0.210  0.05
Os: 1.301 -0.659 0.352  2.32
Cl: 3.319 -1.004 0.241  0.50
Cl: 1.003 -2.810 -0.693  0.05
Cl: 1.461 0.921 2.095  0.06
H: 1.410 -1.495 -2.914  0.00
H: 2.730 -0.344 -2.572  0.00
H: 1.433 0.133 -3.658  0.00
H: 3.344 1.375 -1.223  0.00
H: 2.752 2.611 -0.088  0.00
H: 2.474 2.788 -1.835  0.00
H: 0.792 3.568 0.750  0.01
H: -0.974 3.330 0.882  0.00
H: -0.264 3.966 -0.616  0.02
H: -2.487 1.464 0.980  0.00
H: -3.036 0.267 -0.181  0.00
H: -2.877 1.976 -0.688  0.01
H: -0.758 -2.029 -2.213  0.00
H: -1.907 -0.783 -2.692  0.01
H: -2.149 -1.611 -1.110  0.00
O: -3.682 -1.766 -0.126  0.00
H: -3.621 -1.571 0.855  0.00
Cl: 1.087 -2.199 5.045  0.00
C: -0.137 -2.856 3.917  0.00
Cl: 0.499 -4.379 3.198  0.00
Cl: -1.667 -3.172 4.724  0.00
C: -0.312 -1.748 2.759  0.01
O: -1.224 -0.941 2.832  0.01
O: 0.611 -1.876 1.866  0.08



# 7
Entry from OMol25: C10H10InO12S2 as an isolated structure (wB97M-V/def2-TZVPD).

## Properties
Molecular weight in g/mol: 501.13
Strongest force on any atom in eV/Å: 6.777
Energy relative to the best compared isomer or geometry (same formula, charge and spin) in kJ/mol: 460.3
HOMO-LUMO gap in eV: 4.79
Total charge: +1
LUMO level in eV: -7.054
HOMO energy in eV: -11.85

Last column: natural (NBO) charge in e.
Element x y z (Å)
In: 15.161 -18.228 -8.014  1.00
C: 17.684 -19.957 -15.225  -0.03
C: 18.141 -21.145 -15.774  0.29
C: 18.617 -22.291 -14.935  0.30
O: 19.022 -23.454 -15.399  -0.40
C: 18.676 -22.200 -13.592  -0.08
C: 18.281 -21.019 -12.926  0.34
C: 17.562 -19.897 -13.714  0.38
O: 17.035 -18.988 -13.062  -0.47
O: 18.317 -20.843 -11.706  -0.47
O: 18.098 -21.197 -17.083  -0.39
H: 17.366 -19.060 -15.735  0.26
H: 19.063 -23.032 -13.023  0.26
C: 21.205 -22.815 -6.861  -0.09
C: 20.484 -24.169 -7.241  -0.14
O: 19.683 -24.630 -6.139  -0.62
S: 19.184 -23.233 -5.389  2.45
O: 18.818 -23.388 -3.994  -0.82
O: 18.309 -22.337 -6.159  -0.91
O: 20.730 -22.608 -5.576  -0.67
H: 20.722 -22.076 -7.501  0.17
H: 22.281 -22.652 -6.919  0.22
H: 21.353 -24.810 -7.387  0.21
H: 20.064 -24.077 -8.242  0.20
C: 11.074 -16.642 -0.986  -0.09
C: 11.955 -15.414 -1.189  -0.11
O: 13.290 -15.815 -0.891  -0.67
S: 13.632 -17.373 -1.282  2.45
O: 14.266 -18.135 -0.194  -0.83
O: 14.293 -17.408 -2.610  -0.88
O: 12.002 -17.762 -1.261  -0.69
H: 10.158 -16.744 -1.568  0.22
H: 10.795 -16.677 0.067  0.20
H: 11.687 -14.562 -0.564  0.22
H: 11.775 -14.924 -2.146  0.19



# 8
Entry from OMol25: a 2-piece molecular cluster, C4H13N3O overall (wB97M-V/def2-TZVPD).

## Properties
Molecular weight in g/mol: 119.17
Strongest force on any atom in eV/Å: 1.353
Energy relative to the best compared isomer or geometry (same formula, charge and spin) in kJ/mol: 531.2
HOMO-LUMO gap in eV: 5.77
LUMO level in eV: -0.586
HOMO energy in eV: -6.35

Last column: natural (NBO) charge in e.
Element x y z (Å)
C: -2.348 -0.291 -0.918  -0.44
N: -0.916 0.004 -1.025  -0.74
C: -0.093 -1.321 -1.256  0.19
O: -0.623 -2.161 -2.062  -0.85
H: -2.611 -1.146 -1.552  0.23
H: -2.968 0.550 -1.236  0.18
H: -2.632 -0.549 0.108  0.17
H: -0.859 0.405 -1.965  0.35
H: 0.080 -1.647 -0.182  0.01
H: 0.917 -0.882 -1.556  0.03
C: 0.628 1.359 1.392  0.05
C: 1.434 0.618 0.611  -0.24
N: 2.393 -0.363 1.152  -0.67
N: -0.529 1.880 0.939  -0.80
H: 0.922 1.476 2.436  0.18
H: 1.367 0.564 -0.466  0.24
H: 3.370 -0.095 1.002  0.42
H: 2.254 -0.463 2.161  0.43
H: 2.253 -1.277 0.716  0.45
H: -0.796 1.406 0.053  0.44
H: -1.243 1.933 1.647  0.38



# 9
Entry from OMol25: a 2-piece molecular cluster, C2H9N2 overall (wB97M-V/def2-TZVPD).

## Properties
Molecular weight in g/mol: 61.11
Strongest force on any atom in eV/Å: 2.774
Energy relative to the best compared isomer or geometry (same formula, charge and spin) in kJ/mol: 224.6
HOMO-LUMO gap in eV: 7.93
Total charge: +1
LUMO level in eV: -4.069
HOMO energy in eV: -12.00

Last column: natural (NBO) charge in e.
Element x y z (Å)
N: -0.745 -1.782 -0.039  -0.87
H: -0.089 -1.320 -0.653  0.47
H: -1.719 -1.569 -0.271  0.46
H: -0.560 -1.458 0.886  0.45
H: -0.470 -2.826 0.028  0.46
C: -0.591 1.489 0.505  -0.60
C: 0.327 1.228 -0.465  -0.01
N: 1.542 0.503 -0.194  -0.85
H: -0.296 1.986 1.489  0.24
H: -1.653 1.392 0.373  0.21
H: 0.142 1.597 -1.487  0.23
H: 2.190 0.411 -0.905  0.39
H: 1.921 0.349 0.734  0.40



# 10
Entry from OMol25: an isolated ion of composition C4H7N2 and charge +1 (wB97M-V/def2-TZVPD).

## Properties
Molecular weight in g/mol: 83.11
Strongest force on any atom in eV/Å: 4.441
Energy relative to the best compared isomer or geometry (same formula, charge and spin) in kJ/mol: 339.7
HOMO-LUMO gap in eV: 8.31
Total charge: +1
LUMO level in eV: -6.020
HOMO energy in eV: -14.33

Last column: natural (NBO) charge in e.
Element x y z (Å)
C: 0.010 1.047 1.748  0.26
C: 1.221 -0.156 0.130  0.28
C: -0.040 0.261 -0.505  -0.17
C: -0.946 -0.847 -1.036  -0.59
N: 1.185 0.315 1.389  -0.50
N: -0.647 0.977 0.635  -0.53
H: 1.917 -0.840 -0.386  0.27
H: 0.152 1.156 -1.246  0.31
H: -1.249 -1.472 -0.138  0.25
H: -0.280 -1.474 -1.609  0.24
H: -1.636 -0.390 -1.627  0.25
H: 1.869 -0.038 2.161  0.48
H: -1.558 1.459 0.486  0.45



# 11
Entry from OMol25: an isolated ion of composition H2N3O4S and charge -1 (wB97M-V/def2-TZVPD).

## Properties
Molecular weight in g/mol: 140.10
Strongest force on any atom in eV/Å: 2.850
Energy relative to the best compared isomer or geometry (same formula, charge and spin) in kJ/mol: 11.9
HOMO-LUMO gap in eV: 9.33
Total charge: -1
LUMO level in eV: 4.130
SMILES: NN(N=O)S(=O)(=O)[O-]
HOMO energy in eV: -5.20

Last column: natural (NBO) charge in e.
Element x y z (Å)
N: 1.426 -0.110 0.433  -0.70
N: 0.288 -0.645 -0.153  -0.32
N: 0.073 -1.933 -0.035  0.21
O: -1.018 -2.284 -0.508  -0.45
S: -0.771 0.780 -0.296  2.46
O: -1.485 0.754 0.963  -0.98
O: -1.495 0.773 -1.540  -0.96
O: 0.261 1.824 -0.270  -1.02
H: 1.421 0.881 -0.005  0.41
H: 1.300 -0.039 1.409  0.34



# 12
Entry from OMol25: one molecule with the formula C7H14N2 (wB97M-V/def2-TZVPD).

## Properties
Molecular weight in g/mol: 126.20
Strongest force on any atom in eV/Å: 3.666
Energy relative to the best compared isomer or geometry (same formula, charge and spin) in kJ/mol: 188.9
HOMO-LUMO gap in eV: 8.96
LUMO level in eV: 0.717
SMILES: [H]/N=C/C/C(=N\[H])C(C)(C)C
HOMO energy in eV: -8.24

Last column: natural (NBO) charge in e.
Element x y z (Å)
H: 1.043 3.295 2.703  0.36
N: 0.422 2.671 2.176  -0.65
C: 0.620 1.419 2.481  0.19
C: 0.115 0.264 1.545  -0.56
C: -0.358 0.702 0.196  0.31
N: -0.627 1.884 -0.166  -0.66
H: -0.269 2.585 0.755  0.40
C: -0.230 -0.632 -0.856  -0.09
C: -1.512 -0.594 -1.696  -0.61
C: -0.097 -2.025 -0.238  -0.62
C: 0.988 -0.340 -1.734  -0.61
H: 1.400 1.148 3.209  0.17
H: -0.695 -0.245 2.068  0.25
H: 1.000 -0.367 1.458  0.23
H: -2.396 -0.791 -1.080  0.20
H: -1.648 0.372 -2.191  0.23
H: -1.495 -1.362 -2.481  0.20
H: -0.147 -2.810 -1.004  0.22
H: -0.894 -2.221 0.487  0.21
H: 0.866 -2.163 0.264  0.20
H: 0.906 0.638 -2.221  0.23
H: 1.911 -0.341 -1.145  0.20
H: 1.096 -1.087 -2.530  0.21